# 1
86
Properties=species:S:1:pos:R:3 method="wB97M-V/def2-TZVPD" e_lumo_ev=-6.39 multiplicity=1 charge=+2 de_lowest_kj_mol=69.24 gap_ev=6.2
Sb 1.006 -1.802 -2.420
Se -0.253 2.855 0.930
Ti 0.263 -0.978 0.203
F 1.297 -4.040 4.337
F 1.753 -6.234 0.256
O -1.576 -1.049 -0.273
O -3.733 -0.407 -0.340
O 3.072 1.661 1.587
N 0.197 5.051 2.658
N -2.232 0.762 -1.453
N 1.787 0.012 0.451
N -0.902 1.034 -1.773
N -0.392 -0.871 2.274
N -1.788 5.154 1.805
C 1.655 -0.994 -5.275
C 1.157 -3.979 0.253
C -2.978 4.887 1.017
C 1.488 -5.128 0.950
C -2.071 8.261 3.835
C 1.263 -4.001 3.002
C 0.086 7.166 4.073
C -1.694 -2.372 -3.617
C -0.961 0.463 4.164
C 2.441 0.868 1.044
C -0.784 8.196 4.384
C 2.108 0.798 -3.527
C -0.045 -0.238 4.934
C -0.397 -3.151 -3.387
C -0.654 4.427 1.826
C -2.529 7.298 2.954
C 0.910 -2.827 2.355
C 1.177 -0.324 -3.990
C 0.848 -2.820 0.947
C 0.415 -1.632 3.053
C -0.380 6.206 3.189
C 3.011 -2.645 -2.599
C 3.792 -2.632 -1.281
C -0.659 -4.443 -2.618
C 2.981 -4.023 -3.250
C -4.106 -1.529 0.519
C 0.643 -1.307 4.377
C -1.650 6.272 2.643
C -1.084 0.130 2.834
C -2.489 -0.259 -0.660
C 1.548 -5.168 2.324
H -3.850 4.852 1.666
H 0.172 0.066 -4.152
H 3.128 0.432 -3.387
H -3.115 5.670 0.272
H 2.632 -1.464 -5.153
H 2.559 -4.776 -2.580
H -2.185 -2.142 -2.667
H -0.818 1.183 -2.772
H -2.988 1.368 -1.732
H -1.033 -4.247 -1.612
H 3.477 -1.931 -3.278
H -2.391 -2.978 -4.201
H -1.759 0.673 2.192
H 0.952 -1.749 -5.633
H -0.645 1.904 -1.295
H -3.585 -2.429 0.214
H -0.460 8.970 5.068
H 0.119 0.030 5.970
H 4.863 -2.621 -1.494
H 0.227 -5.074 -2.548
H 3.588 -3.524 -0.690
H -5.174 -1.641 0.390
H 1.079 7.116 4.503
H -1.538 -1.440 -4.165
H 2.151 1.590 -4.280
H 1.339 -1.882 4.968
H -3.870 -1.283 1.550
H 4.001 -4.338 -3.487
H -1.557 1.264 4.578
H -3.526 7.345 2.532
H 3.573 -1.764 -0.663
H 1.791 -6.081 2.854
H -2.721 9.083 4.107
H 1.788 1.245 -2.582
H 1.152 -4.040 -0.823
H -2.851 3.932 0.520
H 2.411 -4.034 -4.182
H -1.423 -5.025 -3.141
H 1.130 4.717 2.827
H 1.754 -0.240 -6.061
H 0.060 -3.386 -4.349

***

# 2
79
Properties=species:S:1:pos:R:3 method="wB97M-V/def2-TZVPD" e_lumo_ev=-12.53 multiplicity=1 charge=+3 de_lowest_kj_mol=48.91 gap_ev=3.5
Pt -0.943 -0.476 0.710
P -2.550 -1.722 -0.293
F 2.076 1.478 1.034
N -4.889 -2.948 0.308
N -0.049 0.556 2.350
N -3.506 -3.952 -1.425
N -4.710 -1.881 -1.874
C -1.189 -1.316 3.464
C -4.391 -4.191 -0.285
C -4.206 -3.142 -2.424
C -3.826 -2.197 0.954
C -0.057 0.798 -1.241
C 2.945 2.501 2.926
C -0.215 -1.315 -3.053
C -2.227 -3.384 -1.040
C 1.247 -2.792 -1.641
C 2.767 2.752 4.292
C -2.422 0.851 3.041
C -3.645 -0.945 -1.565
C 0.694 1.547 4.442
C 0.055 -2.191 3.612
C -2.348 -1.792 4.074
C -3.512 0.283 3.675
C 0.478 -1.530 -1.881
C -0.823 -0.081 -3.324
C -2.563 2.300 2.575
C 1.653 2.277 5.047
C -1.618 3.300 3.255
C 1.992 1.762 2.300
C 0.861 -1.772 4.852
C -3.479 -1.010 4.193
C -1.260 0.008 2.920
C -5.569 -2.161 -0.722
C -0.781 0.963 -2.418
C 0.978 -2.377 2.410
C -2.577 2.493 1.043
C 0.805 1.244 3.010
C 0.555 -0.456 -0.935
H -0.162 1.163 4.981
H -2.337 -2.787 4.501
H -3.590 2.656 0.678
H -3.556 2.573 2.929
H -1.553 3.141 4.333
H -3.541 -2.937 -3.264
H 0.424 -2.707 1.526
H -3.083 -0.707 -2.466
H 1.316 -3.037 -0.582
H 3.805 2.875 2.384
H 0.816 -3.637 -2.177
H 1.403 -0.483 -0.255
H -4.232 -1.296 1.419
H -0.352 -3.180 3.831
H 0.222 -1.591 5.717
H -6.432 -2.728 -1.070
H 3.522 3.338 4.806
H 2.268 -2.666 -2.012
H 1.548 -1.482 2.156
H -1.731 -4.025 -0.307
H -5.924 -1.223 -0.295
H 1.705 -3.154 2.646
H -2.014 4.304 3.107
H -0.618 3.305 2.816
H -5.246 -4.770 -0.632
H -1.986 3.363 0.754
H -4.352 -1.402 4.700
H -0.247 -2.097 -3.802
H -1.234 1.917 -2.653
H 1.597 2.511 6.102
H -3.865 -4.775 0.471
H 1.560 -2.565 5.117
H 0.149 1.662 -0.622
H -1.321 0.063 -4.276
H -4.412 0.874 3.789
H 1.461 -0.879 4.660
H -3.364 -2.807 1.733
H -2.182 1.625 0.510
H -1.580 -3.294 -1.911
H -5.054 -3.716 -2.794
H -4.056 -0.015 -1.164

***

# 3
91
Properties=species:S:1:pos:R:3 method="wB97M-V/def2-TZVPD" e_lumo_ev="-1.21 / -1.03" multiplicity=2 s2=0.7605 de_lowest_kj_mol=0.00 gap_ev="6.8 / 6.8"
Re -0.093 -0.501 0.082
I 3.896 3.827 2.620
I 2.748 1.355 2.216
S -0.907 -0.905 -3.077
S 1.518 -1.230 1.719
S 3.595 -3.114 0.764
P -2.783 -0.667 2.518
O 0.526 -0.970 -3.178
O -1.689 -1.964 -3.660
O -1.695 -0.539 1.507
O -2.389 -3.710 0.026
O -0.514 -2.473 -0.037
O -0.248 1.386 0.107
N -1.397 -0.647 -1.526
N -2.736 -2.176 3.166
N 2.618 -1.208 -0.752
N -4.345 -0.531 2.011
N -2.597 0.580 3.580
N 1.674 -0.194 -0.912
C -0.493 4.204 -2.126
C 2.597 -1.745 0.406
C -2.672 1.117 -3.676
C -2.636 4.118 -6.006
C 3.471 0.900 -2.107
C -5.025 -1.644 1.350
C -3.488 0.754 4.714
C 0.716 -5.885 -1.264
C -1.383 1.385 3.635
C -1.400 0.604 -3.878
C -0.942 2.345 -5.455
C -1.502 -2.957 3.170
C 2.484 -4.258 -1.446
C 0.546 -4.111 -2.874
C -2.210 2.882 -5.262
C -0.738 3.326 -1.093
C 3.780 -3.670 -0.955
C -3.704 -2.611 4.161
C -3.068 2.252 -4.363
C 0.013 -5.240 -2.275
C -0.531 1.215 -4.767
C 1.780 -3.624 -2.462
C 2.072 0.842 -1.579
C 1.942 -5.394 -0.849
C 1.165 1.969 -1.764
C 1.398 2.894 -2.793
C -1.773 -2.733 -0.330
C -4.882 0.771 1.639
C -2.435 -1.579 -1.098
C 0.071 2.205 -0.913
C 0.581 3.985 -2.985
H -3.646 4.418 -5.730
H 0.458 0.801 -4.910
H -2.616 3.950 -7.084
H -0.009 -3.585 -3.641
H -0.844 1.329 2.693
H -0.958 -5.609 -2.579
H -1.965 4.952 -5.794
H -4.060 2.658 -4.200
H -3.879 -3.682 4.040
H -1.137 5.063 -2.267
H 3.759 1.915 -2.359
H -0.956 -2.837 4.112
H -1.756 -4.010 3.038
H 0.774 4.666 -3.803
H -4.402 0.180 4.573
H -4.653 -2.096 4.031
H -5.998 -1.820 1.818
H -4.428 -2.551 1.403
H 2.174 -2.716 -2.903
H -3.017 0.437 5.649
H -0.260 2.824 -6.150
H 4.063 -2.807 -1.554
H 4.165 0.511 -1.365
H -4.285 1.567 2.076
H 2.222 2.729 -3.473
H -3.344 0.635 -2.977
H -0.862 -2.672 2.341
H -5.910 0.866 1.999
H -3.346 -2.437 5.182
H -4.887 0.894 0.551
H -3.761 1.808 4.813
H -1.653 2.429 3.812
H 3.551 0.263 -2.992
H 2.474 -5.881 -0.039
H -3.084 -1.059 -0.394
H 0.298 -6.761 -0.786
H -3.033 -1.996 -1.904
H -1.563 3.468 -0.408
H -0.719 1.063 4.443
H -5.195 -1.411 0.296
H 4.611 -4.376 -0.944

***

# 4
82
Properties=species:S:1:pos:R:3 method="wB97M-V/def2-TZVPD" e_lumo_ev=-1.93 multiplicity=1 gap_ev=4.7
P -7.198 -2.504 2.645
O -3.584 1.832 0.300
O -2.034 -3.377 -0.662
O -4.865 1.417 2.208
N -7.256 -4.192 2.926
N -8.373 -2.687 1.409
N -2.965 1.126 -0.699
N -3.500 -2.595 0.916
N -2.605 -1.229 -0.917
N -4.219 0.907 1.281
C -10.614 -1.601 1.469
C -5.205 -5.893 5.547
C -8.921 -0.773 -0.084
C -9.977 -4.294 6.173
C -4.452 -4.912 3.351
C -4.483 -1.654 1.344
C -8.607 -4.025 1.106
C -11.151 0.197 -0.095
C -7.545 -1.598 -2.045
C -6.162 -6.299 6.472
C -9.834 0.124 -0.588
C -11.943 -3.673 2.018
C -2.764 -2.350 -0.185
C -7.979 -4.866 1.958
C -9.306 -1.671 0.944
C -11.085 -2.549 2.583
C -11.519 -0.693 0.942
C -10.152 -6.067 4.405
C -5.535 -5.219 4.397
C -6.890 -4.868 4.163
C -11.833 -1.805 3.696
C -7.515 -5.965 6.222
C -7.878 -5.229 5.100
C -9.353 -4.866 4.895
C -3.185 -0.208 -0.368
C -6.905 0.532 -0.873
C -3.888 -6.214 2.779
C -3.333 -4.055 3.944
C -2.005 -4.557 0.161
C -7.522 -0.850 -0.706
C -4.005 -0.336 0.817
H -10.970 -3.866 5.965
H -8.003 -5.949 1.952
H -12.840 -3.266 1.524
H -10.184 -2.987 3.021
H -5.900 -6.846 7.352
H -1.597 -4.321 1.150
H -6.895 -1.410 -0.008
H -8.277 -6.286 6.933
H -12.814 -1.455 3.349
H -9.545 0.795 -1.403
H -3.397 -6.804 3.566
H -6.797 1.031 0.101
H -3.011 -4.972 0.252
H -5.902 0.459 -1.327
H -10.126 -6.875 5.153
H -8.007 -2.586 -1.933
H -9.385 -4.089 4.126
H -4.910 -4.345 2.543
H -6.525 -1.731 -2.423
H -3.153 -6.012 1.988
H -2.705 -3.657 3.134
H -11.389 -4.266 1.276
H -4.699 -6.820 2.350
H -11.997 -2.467 4.559
H -4.514 -1.509 2.522
H -5.429 -2.153 1.658
H -9.747 -6.463 3.463
H -12.541 -0.645 1.325
H -9.344 -3.504 6.596
H -4.144 -6.143 5.732
H -11.256 -0.936 4.038
H -7.520 1.174 -1.520
H -1.351 -5.250 -0.369
H -11.845 0.896 -0.486
H -2.704 -4.637 4.634
H -12.278 -4.358 2.811
H -8.117 -1.028 -2.786
H -9.244 -4.295 0.275
H -11.206 -5.804 4.232
H -10.103 -5.079 6.931
H -3.746 -3.197 4.493

***

# 5
98
Properties=species:S:1:pos:R:3 method="wB97M-V/def2-TZVPD" e_lumo_ev="-5.09 / -6.62" multiplicity=6 charge=+2 s2=8.7713 de_lowest_kj_mol=262.14 gap_ev="7.4 / 6.3"
As 0.657 -1.483 -0.446
As 4.161 -2.634 -0.948
Fe -0.831 1.137 -0.418
S 0.788 3.109 -1.243
P -4.284 2.559 0.495
O -0.201 -2.626 2.047
O 4.761 -2.070 -3.717
O -0.052 0.215 -2.458
O 1.685 0.957 -3.487
O 4.630 -2.016 2.819
O 0.794 -0.982 2.762
O 1.799 -3.000 3.190
O -3.660 -0.435 1.475
O 2.708 -1.836 -4.587
O 4.632 -3.915 1.719
N -4.212 3.350 -2.155
N -4.651 -1.074 -0.530
N 1.092 1.327 1.060
N 2.285 1.738 0.459
N 3.403 3.167 -0.933
N -2.602 -0.273 -0.705
N -1.534 2.746 1.135
N -2.912 3.249 2.793
N -1.388 -0.625 1.789
N -2.345 2.351 -1.548
C 1.908 -2.173 0.902
C 1.878 -0.987 -1.928
C 1.747 -4.434 3.009
C -0.819 3.279 2.170
C 0.087 -3.158 -1.279
C 5.405 -1.113 -0.757
C 3.052 1.062 -3.910
C -3.413 3.302 -3.257
C -5.534 3.974 -2.091
C -4.307 -1.137 -1.866
C 3.228 -2.312 0.771
C 5.292 -2.360 -5.031
C 4.180 -0.667 2.970
C -0.565 -1.398 2.686
C -4.131 3.401 3.589
C -1.658 3.583 3.206
C 1.142 0.050 -2.710
C -5.889 -1.558 0.080
C 4.178 -2.810 1.846
C -2.815 2.762 1.514
C -1.323 -1.547 4.006
C -3.593 -0.548 0.106
C -2.571 -0.722 2.217
C -3.047 -0.641 -1.961
C -3.533 2.770 -1.117
C 3.454 -1.832 -3.645
C 2.227 2.661 -0.533
C 1.177 -2.279 2.230
C 2.990 -1.657 -2.225
C -2.774 -1.267 3.601
C -2.259 2.675 -2.870
H 6.104 -1.122 -1.588
H 5.966 -1.248 0.170
H 0.849 1.952 1.819
H -4.979 3.592 2.938
H 6.300 -2.723 -4.872
H -3.393 -2.164 3.562
H 5.307 -1.456 -5.634
H 0.713 -4.771 2.971
H -1.379 2.437 -3.450
H 0.947 -3.784 -1.493
H -5.631 4.691 -2.899
H 4.866 -0.166 -0.737
H -1.172 -2.539 4.421
H -2.411 -0.514 -2.825
H -0.446 -2.934 -2.199
H 3.177 -0.630 3.380
H -6.322 3.229 -2.183
H -6.136 -0.949 0.944
H -3.282 -0.543 4.239
H -4.014 4.239 4.270
H 3.371 3.896 -1.627
H 2.272 -4.733 2.101
H -6.692 -1.492 -0.648
H 0.236 3.494 2.091
H 3.743 0.803 -3.106
H -4.988 -1.521 -2.609
H 1.223 0.410 1.463
H 2.247 -4.855 3.872
H 3.228 0.439 -4.777
H 4.868 -0.203 3.669
H 3.111 1.711 1.033
H -3.715 3.708 -4.211
H -0.931 -0.811 4.708
H 4.685 -3.113 -5.524
H -5.653 4.497 -1.147
H -4.329 2.503 4.170
H 4.245 3.085 -0.384
H -0.580 -3.667 -0.587
H 4.219 -0.132 2.016
H -5.785 -2.596 0.392
H -1.458 4.027 4.171
H 3.182 2.102 -4.188